Entry 1:
A molecular structure, C26H21IMnN6S5. Source: the Open Molecules 2025 dataset; level of theory: wB97M-V/def2-TZVPD.

Positions of all 60 atoms, in Å:
I -0.895 -2.338 -5.608
Mn 0.280 -1.578 -0.083
S -2.023 -2.329 -0.857
S 2.504 -1.130 1.145
S -1.867 -4.358 -1.211
S 0.963 -3.980 0.302
S -0.807 -5.046 0.411
N -0.121 0.409 -0.387
N 3.905 0.975 0.159
N -6.248 5.333 3.906
N 1.334 -1.770 -1.881
N 3.176 -0.352 -1.389
N -0.671 -1.391 1.721
C -1.619 -0.425 2.069
C -3.552 3.107 3.811
C -2.712 1.765 1.986
C -2.405 -0.927 3.171
C 3.423 -1.986 -3.107
C -4.552 3.606 2.981
C 0.110 -1.497 -3.888
C 1.650 -3.511 -3.638
C -1.724 0.789 1.442
C -0.820 -2.385 2.559
C -0.967 1.229 0.329
C 4.144 1.552 1.459
C -5.497 4.565 3.495
C 3.199 -0.176 -0.047
C 0.024 2.518 -1.218
C 2.939 -3.177 -3.758
C 2.589 -1.446 -2.153
C -1.895 -2.146 3.484
C -3.720 2.273 1.166
C 4.311 1.506 -1.051
C 0.704 -2.556 -2.957
C -4.639 3.185 1.655
C -2.642 2.190 3.311
C -0.880 2.553 -0.170
C 0.449 1.179 -1.315
C 3.858 0.677 -2.011
H -0.118 -3.114 -2.520
H -1.401 3.418 0.210
H -1.854 1.804 3.943
H 1.123 0.748 -2.036
H 4.859 2.429 -1.117
H 1.263 -4.461 -3.983
H 3.328 2.218 1.745
H 4.202 0.750 2.191
H 5.082 2.106 1.433
H 3.645 -3.835 -4.255
H -0.650 -0.920 -3.368
H -2.238 -2.832 4.243
H 0.330 3.336 -1.853
H 0.880 -0.854 -4.311
H -0.185 -3.254 2.481
H -3.487 3.441 4.838
H 4.455 -1.673 -3.173
H 3.919 0.725 -3.082
H -3.251 -0.435 3.624
H -3.782 1.930 0.142
H -5.424 3.568 1.017

The highest occupied orbital energy (alpha / beta) is -0.031 / -0.032 Ha. The largest force on an atom comes out at 0.7 eV Å⁻¹. The calculation puts the gap between HOMO and LUMO (alpha / beta) at 4.8 / 4.8 eV. The net charge is -2. For the LUMO energy (alpha / beta), the calculation gives 3.96 / 3.96 eV. The multiplicity is 2. The value obtained for the energy above the lowest of the compared OMol25 structures with the same formula, charge and spin is 0.0 kcal/mol.

Results of the natural (NBO) charge analysis, in e, for atoms 1 through 5:
1 I -0.047
2 Mn 0.679
3 S -0.534
4 S -0.173
5 S -0.102

***

Entry 2:
9 unconnected molecules or ions with the total composition H18O9 in a non-equilibrium geometry. Source: the Open Molecules 2025 dataset; level of theory: wB97M-V/def2-TZVPD.

Positions of all 27 atoms, in Å:
O 2.090 -0.947 -2.562
O -0.304 -0.003 1.776
O -3.709 -0.932 -0.429
O 3.531 -0.812 1.667
O -1.356 -1.383 -1.876
O -0.709 3.347 -0.379
O -0.541 1.518 -2.780
O 2.354 -3.395 1.715
O -1.130 2.640 3.039
H -3.358 -0.049 -0.281
H -4.530 -0.737 -0.845
H -0.693 -1.974 -2.235
H -1.058 -0.588 1.730
H 3.343 0.105 1.460
H -1.977 -1.941 -1.398
H 2.117 -2.468 1.789
H -0.837 3.156 2.280
H 1.256 -1.230 -2.187
H -0.780 2.397 -0.499
H 0.194 1.594 -3.371
H 1.664 -3.997 1.450
H -0.448 0.585 2.526
H 2.665 -0.748 -1.825
H -0.790 0.599 -2.650
H -1.992 2.984 3.280
H -0.790 3.789 -1.223
H 3.811 -1.264 0.887

The highest occupied orbital energy is -0.408 Ha. The largest force on an atom comes out at 1.3 eV Å⁻¹. The calculation puts the gap between HOMO and LUMO at 11.2 eV. For the LUMO energy, the calculation gives 0.08 eV. Its SMILES is O.O.O.O.O.O.O.O.O. The value obtained for the energy above the lowest of the compared OMol25 structures with the same formula, charge and spin is 57.4 kcal/mol.

Results of the natural (NBO) charge analysis, in e, for atoms 1 through 5:
1 O -0.937
2 O -0.963
3 O -0.947
4 O -0.948
5 O -0.964

***

Entry 3:
A molecular structure, C62H52GeN4O6PRbSe. Source: the Open Molecules 2025 dataset; level of theory: wB97M-V/def2-TZVPD.

Positions of all 128 atoms, in Å:
Rb -0.804 -0.624 0.288
Se -2.961 1.847 1.790
Ge 1.642 -3.512 -2.919
P 1.640 1.885 1.469
O -0.784 -2.780 1.934
O -0.614 -2.281 -3.558
O -2.389 -1.309 8.636
O -2.164 -1.382 -2.189
O -0.025 -0.886 2.867
O -1.404 0.146 7.444
N -3.989 3.217 1.351
N -1.984 1.924 0.301
N -1.876 -0.949 7.600
N -4.391 -1.587 2.115
C 3.204 1.712 3.866
C -2.377 -3.160 6.665
C 5.724 -4.751 -2.966
C -0.356 -6.175 -5.601
C -0.818 -3.210 -1.401
C 2.334 -0.742 -3.493
C 2.593 -1.058 -6.231
C -3.990 -5.984 0.189
C 4.455 4.659 0.366
C 3.409 3.872 -1.676
C -3.561 3.659 0.181
C -1.407 3.998 4.247
C 3.899 -4.031 -1.014
C 4.621 -0.464 2.950
C 0.537 2.855 2.570
C 2.075 -1.989 -4.059
C -1.761 -3.671 4.397
C -4.283 -2.484 1.403
C 3.623 0.076 2.146
C 4.323 4.661 -1.042
C 4.419 -4.425 -3.308
C -1.241 -1.506 5.290
C -4.143 -3.614 0.524
C -1.827 -1.900 6.480
C -1.927 3.350 -1.671
C -0.801 2.803 4.608
C 3.634 3.802 1.075
C 1.527 2.297 -1.664
C -4.127 -4.906 1.045
C -3.882 -4.484 -1.692
C -1.211 -2.407 4.235
C 4.911 0.062 4.201
C 5.208 -4.349 -0.659
C -3.591 5.131 -1.709
C 3.475 -4.066 -2.341
C 2.851 0.179 -5.652
C 0.213 -7.408 -5.305
C 2.712 0.338 -4.280
C 6.123 -4.713 -1.635
C 0.692 -3.223 -1.229
C -2.454 2.938 -0.404
C -4.020 -3.393 -0.846
C 0.124 4.722 0.856
C 2.203 -2.131 -5.439
C 3.339 -0.523 0.795
C 1.597 -6.339 -3.653
C 2.673 2.987 0.473
C 1.191 -7.488 -4.323
C 0.146 2.240 3.767
C -4.120 4.778 -0.513
C -2.489 4.415 -2.289
C 1.030 -5.093 -3.930
C -0.115 4.042 2.180
C -1.252 -2.198 -2.480
C 2.485 3.004 -0.969
C -2.335 -4.050 5.605
C 4.199 1.158 4.661
C -3.869 -5.772 -1.180
C -0.604 -1.994 2.890
C 2.895 1.184 2.612
C 0.042 -5.032 -4.918
C -1.069 4.591 3.040
H 3.381 0.231 0.004
H 3.207 -3.743 -0.230
H -4.205 -5.051 2.115
H 2.374 -6.419 -2.899
H 5.509 -4.303 0.381
H 1.496 2.342 -2.749
H -2.159 4.451 4.885
H 4.130 -4.446 -4.356
H -1.323 -3.021 -0.453
H -3.743 -6.616 -1.848
H 4.054 -1.314 0.561
H 4.416 1.588 5.633
H 5.195 5.273 0.865
H -0.105 -8.299 -5.834
H 2.877 1.301 -3.808
H -1.122 -6.101 -6.365
H -1.072 2.824 -2.076
H -3.998 5.978 -2.251
H 0.827 1.638 -1.166
H 5.179 -1.320 2.582
H 5.691 -0.383 4.810
H -0.691 5.423 0.651
H 0.997 -4.030 -0.558
H 0.173 4.010 0.028
H 1.643 -8.443 -4.079
H -1.574 5.501 2.732
H 1.055 -2.306 -0.755
H 2.213 -0.578 -2.426
H -2.823 -3.417 7.613
H 3.144 1.020 -6.269
H 2.334 -0.953 0.789
H -1.141 -4.202 -1.730
H 2.652 2.570 4.226
H 1.067 5.271 0.846
H -2.756 -5.041 5.720
H 0.578 1.280 4.023
H -3.948 -2.390 -1.254
H 3.736 3.752 2.156
H -2.097 4.749 -3.241
H 2.682 -1.186 -7.305
H 7.144 -4.957 -1.364
H -0.812 -0.523 5.159
H -4.946 5.311 -0.059
H -1.732 -4.341 3.546
H -0.431 -4.080 -5.125
H 6.433 -5.026 -3.739
H -3.748 -4.310 -2.753
H 4.968 5.298 -1.641
H 1.987 -3.087 -5.909
H -1.073 2.298 5.529
H 3.335 3.901 -2.760
H -3.962 -6.990 0.588

The highest occupied orbital energy is -0.031 Ha. The largest force on an atom comes out at 1.0 eV Å⁻¹. The calculation puts the gap between HOMO and LUMO at 4.2 eV. The net charge is -2. For the LUMO energy, the calculation gives 3.34 eV. The value obtained for the energy above the lowest of the compared OMol25 structures with the same formula, charge and spin is 0.0 kcal/mol.

Results of the Mulliken charge analysis, in e, for atoms 1 through 5:
1 Rb 0.550
2 Se 0.377
3 Ge 2.476
4 P 2.238
5 O -0.561

***

Entry 4:
A molecular structure, C23H22F6N3O4PdS3Si in a non-equilibrium geometry. Source: the Open Molecules 2025 dataset; level of theory: wB97M-V/def2-TZVPD.

Positions of all 63 atoms, in Å:
Pd 1.196 0.368 -0.344
S 0.620 -2.116 -0.238
S 3.642 0.722 -1.315
S 6.358 0.548 -1.282
Si -1.157 -4.115 2.191
F 3.253 1.770 1.158
F 7.074 3.057 -1.687
F 2.500 3.016 -0.453
F 7.593 1.711 -3.294
F 8.690 1.643 -1.428
F 4.607 2.902 -0.076
O 6.849 -0.692 -1.806
O 2.543 0.881 -2.261
O 6.383 0.762 0.139
O 3.629 -0.469 -0.497
N -0.274 1.802 -0.408
N 5.009 1.046 -2.006
N 0.642 -0.376 1.642
C -2.689 5.875 -2.096
C -0.364 -2.423 2.390
C -1.261 4.426 -0.812
C -0.247 -5.326 3.280
C -0.461 -1.843 3.649
C -0.011 -0.550 3.910
C -4.255 -0.496 -0.998
C -2.560 -1.373 -2.460
C -2.899 -3.941 2.855
C -1.282 -4.815 0.476
C 7.483 1.822 -1.970
C 0.257 -1.642 1.385
C -2.871 3.487 -2.324
C -1.770 -0.258 -2.214
C -1.676 5.700 -1.158
C -3.283 4.767 -2.678
C 3.483 2.192 -0.086
C -1.857 3.306 -1.390
C -3.471 0.625 -0.766
C -3.799 -1.497 -1.850
C -2.220 0.745 -1.367
C 0.514 0.159 2.852
C -1.354 1.926 -1.027
H -2.193 -2.154 -3.113
H -1.999 -4.249 -0.124
H -1.621 -5.852 0.549
H -0.793 -0.168 -2.672
H -0.170 -4.956 4.305
H -0.770 -6.286 3.304
H -3.453 -3.194 2.279
H -0.461 4.272 -0.099
H -4.409 -2.374 -2.031
H -3.438 -4.891 2.789
H -0.909 -2.409 4.462
H -5.218 -0.591 -0.512
H 0.857 1.182 2.958
H -4.068 4.894 -3.414
H -2.905 -3.625 3.902
H -1.207 6.562 -0.699
H 0.767 -5.501 2.912
H -3.824 1.411 -0.108
H -3.334 2.624 -2.787
H -0.326 -4.787 -0.049
H -3.007 6.872 -2.375
H -0.083 -0.106 4.893

The highest occupied orbital energy (alpha / beta) is -0.190 / -0.187 Ha. The largest force on an atom comes out at 1.9 eV Å⁻¹. The calculation puts the gap between HOMO and LUMO (alpha / beta) at 7.7 / 6.8 eV. The net charge is -1. For the LUMO energy (alpha / beta), the calculation gives 2.48 / 1.72 eV. The multiplicity is 3.

Results of the Mulliken charge analysis, in e, for atoms 1 through 5:
1 Pd -0.165
2 S -0.408
3 S 1.405
4 S 0.998
5 Si 0.214